Density functional theory data (ωB97M-V/def2-TZVPD) for a 2-piece molecular cluster, C8H17N2 overall.

- lowest unoccupied orbital energy (eV) = -3.4
- HOMO-LUMO gap (eV) = 9.36
- energy above the lowest of the compared OMol25 structures with the same formula, charge and spin (eV) = 4.675
- calculated total energy (Ha) = -424.14305

Structure (ORCA input):
```
! wB97M-V def2-TZVPD RIJCOSX def2/J DEFGRID3
* xyz 1 1
C 1.585 1.811 -0.751
C 2.136 2.663 0.129
C 0.768 2.782 -0.225
C -1.319 -3.401 -0.363
C -0.496 -0.844 0.857
C -0.380 4.650 0.801
C 0.152 -2.951 -0.338
C 0.277 -1.424 -0.291
N 1.630 -0.933 -0.248
N -0.264 3.438 0.080
H 1.662 0.725 -1.171
H 2.936 2.921 0.819
H -2.044 -3.143 -1.181
H -1.259 -4.384 -0.300
H -1.784 -2.997 0.533
H 0.283 -0.526 1.600
H -0.891 0.144 0.654
H -1.260 -1.473 1.280
H -1.405 4.591 1.277
H 0.420 4.768 1.612
H -0.148 5.636 0.379
H 0.536 -3.384 0.708
H 0.685 -3.352 -1.197
H -0.128 -1.116 -1.217
H 2.210 -1.545 -0.797
H 2.043 -0.921 0.706
H -1.118 3.093 -0.497
*
```